Record 1
DFT (ωB97M-V/def2-TZVPD) results for a molecular structure, C28H41N4OP2PtS in a non-equilibrium geometry.

Geometry as ORCA input:
```
! wB97M-V def2-TZVPD RIJCOSX def2/J DEFGRID3
* xyz 1 1
Pt 0.150 0.028 0.021
C 2.027 0.337 -3.336
P 1.240 -0.614 -1.989
C -0.132 -1.376 -2.924
N 0.040 -1.456 -4.217
C -0.947 -1.974 -4.971
C -0.827 -2.023 -6.374
C -1.859 -2.522 -7.121
C -3.033 -2.995 -6.504
C -3.176 -2.977 -5.142
C -2.139 -2.455 -4.346
N -2.282 -2.374 -3.009
C -1.326 -1.828 -2.305
P -1.619 -1.593 -0.513
C -1.921 -3.322 0.017
C -3.293 -0.749 -0.401
C -4.450 -1.533 -1.007
C -3.525 -0.521 1.094
C -3.122 0.591 -1.115
C 2.444 -2.019 -1.670
C 1.733 -3.015 -0.755
C 3.630 -1.382 -0.945
C 2.896 -2.714 -2.949
H 2.252 -0.352 -4.149
H 2.939 0.818 -2.986
H 1.328 1.094 -3.692
H 0.078 -1.655 -6.831
H -1.783 -2.556 -8.198
H -3.833 -3.369 -7.122
H -4.068 -3.340 -4.655
H -2.581 -3.809 -0.701
H -2.375 -3.320 1.007
H -0.972 -3.855 0.068
H -4.609 -2.469 -0.478
H -4.265 -1.755 -2.055
H -5.360 -0.936 -0.939
H -3.636 -1.464 1.625
H -4.436 0.054 1.250
H -2.688 0.024 1.530
H -3.051 0.450 -2.193
H -2.209 1.093 -0.776
H -3.964 1.250 -0.914
H 1.308 -2.494 0.108
H 2.435 -3.765 -0.395
H 0.934 -3.524 -1.297
H 3.284 -0.821 -0.074
H 4.174 -0.701 -1.597
H 4.320 -2.155 -0.614
H 2.052 -3.022 -3.563
H 3.461 -3.606 -2.683
H 3.543 -2.076 -3.543
C 1.885 -1.869 3.076
C 0.467 -1.376 2.750
C -0.359 -1.284 4.049
O 0.493 -0.159 2.114
H 1.850 -2.869 3.501
H 2.344 -1.194 3.794
H 2.490 -1.887 2.173
H -0.039 -2.125 2.101
H 0.056 -0.512 4.692
H -0.312 -2.237 4.569
H -1.396 -1.042 3.828
N -1.189 2.038 2.366
C -0.956 2.709 1.238
N -0.086 2.325 0.345
C -0.025 3.187 -0.722
C 0.894 3.128 -1.761
C 0.833 4.070 -2.769
C -0.123 5.081 -2.741
C -1.013 5.188 -1.686
C -0.957 4.239 -0.681
S -1.883 4.144 0.803
H -0.559 1.249 2.559
H -1.719 2.454 3.111
H 1.660 2.368 -1.730
H 1.545 4.032 -3.581
H -0.145 5.817 -3.529
H -1.717 6.002 -1.636
*
```

gap between HOMO and LUMO	6.6	eV
DFT total energy	-2585.88149	Eh

In elementary charge units, the Mulliken charges are:
1 Pt 3.297
2 C -1.857
3 P 0.529
4 C -0.286
5 N -0.025
6 C 0.186
7 C -0.547
8 C -0.553
9 C -0.598
10 C -0.551
11 C 0.239
12 N -0.115
13 C -0.334
14 P -0.067
15 C -1.676
16 C 1.825
17 C -1.691
18 C -1.494
19 C -2.023
20 C 1.875
21 C -1.747
22 C -1.861
23 C -1.765
24 H 0.534
25 H 0.473
26 H 0.384
27 H 0.494
28 H 0.416
29 H 0.415
30 H 0.500
31 H 0.486
32 H 0.432
33 H 0.331
34 H 0.363
35 H 0.285
36 H 0.502
37 H 0.350
38 H 0.571
39 H 0.145
40 H 0.325
41 H 0.357
42 H 0.543
43 H 0.134
44 H 0.664
45 H 0.310
46 H 0.329
47 H 0.380
48 H 0.474
49 H 0.381
50 H 0.491
51 H 0.356
52 C -1.489
53 C 1.579
54 C -1.812
55 O -1.026
56 H 0.359
57 H 0.428
58 H 0.274
59 H -0.377
60 H 0.386
61 H 0.482
62 H 0.315
63 N -0.213
64 C 0.318
65 N -0.505
66 C -1.025
67 C -0.195
68 C -0.930
69 C -0.543
70 C -0.478
71 C 1.037
72 S -0.263
73 H 0.232
74 H 0.212
75 H 0.806
76 H 0.426
77 H 0.387
78 H 0.431

Record 2
DFT (ωB97M-V/def2-TZVPD) results for 4 unconnected molecules or ions with the total composition C28H42BClIN2O8PS in a non-equilibrium geometry.

Geometry as ORCA input:
```
! wB97M-V def2-TZVPD RIJCOSX def2/J DEFGRID3
* xyz 0 1
H -0.839 -2.312 4.439
N -1.195 -2.312 3.474
C -0.227 -2.275 2.652
C 1.280 -2.238 3.125
C -0.431 -2.309 1.082
C -0.835 -0.928 0.486
C -2.265 -0.529 0.631
P -3.572 -1.609 1.433
O -4.316 -2.527 0.212
Cl -5.125 -0.285 2.055
C -2.679 0.764 0.111
C -1.724 1.648 -0.570
C -2.280 3.017 -1.087
C -2.822 3.802 0.186
C -1.739 4.038 1.293
S -2.689 4.463 2.854
C -0.343 1.262 -0.743
C 0.097 -0.052 -0.187
C 1.593 -0.406 -0.424
O 1.946 -1.534 -0.682
C 2.593 0.777 -0.367
C 2.153 2.066 -0.930
C 2.973 3.250 -0.996
C 4.337 3.144 -0.459
I 5.585 4.890 -0.621
C 4.825 1.900 0.155
O 6.093 1.724 0.677
C 6.391 2.592 1.807
C 5.161 3.007 2.682
C 3.933 0.724 0.192
B 4.522 -0.608 0.879
N 4.165 -0.938 2.295
O 5.393 -1.494 0.212
C 0.703 2.133 -1.487
O 0.473 2.827 -2.449
H 1.319 -2.486 4.214
H 1.666 -1.222 2.876
H 1.807 -3.023 2.515
H -1.319 -2.990 0.931
H 0.425 -2.807 0.575
H -4.083 -2.186 -0.673
H -3.741 1.080 0.207
H -1.518 3.651 -1.592
H -3.168 2.820 -1.740
H -3.130 4.822 -0.185
H -3.738 3.298 0.595
H -1.073 4.915 1.107
H -1.132 3.139 1.555
H -1.816 4.074 3.849
H 2.631 4.212 -1.445
H 7.087 2.011 2.479
H 6.992 3.454 1.422
H 4.539 3.804 2.188
H 4.554 2.137 3.033
H 5.585 3.507 3.601
H 3.349 -0.339 2.484
H 4.918 -0.544 2.876
H 6.173 -1.599 0.791
C -0.106 7.060 2.688
C 0.957 5.978 2.726
O 1.872 6.140 1.646
H -0.651 7.028 1.743
H -0.816 6.940 3.508
H 0.350 8.052 2.761
H 0.501 4.991 2.632
H 1.513 6.014 3.669
H 2.279 7.009 1.738
C -5.078 -5.936 -1.871
C -4.288 -5.371 -3.035
O -3.838 -4.052 -2.736
H -5.938 -5.301 -1.648
H -5.433 -6.945 -2.092
H -4.464 -5.970 -0.967
H -4.911 -5.319 -3.929
H -3.418 -5.997 -3.257
H -3.281 -4.107 -1.950
C -2.966 -6.643 -6.593
C -1.891 -7.529 -5.994
O -2.398 -8.230 -4.861
H -3.326 -5.925 -5.853
H -2.585 -6.096 -7.458
H -3.828 -7.238 -6.906
H -1.043 -6.930 -5.663
H -1.534 -8.258 -6.728
H -3.141 -8.766 -5.159
*
```

structure (SMILES)	[H]/N=C(\C)Cc1c(P(O)Cl)cc(CCCS)c2c1C(=O)c1c(cc(I)c(OCC)c1B(N)O)C2=O.CCO.CCO.CCO
gap between HOMO and LUMO	7.4	eV
DFT total energy	-3325.81816	Eh

In elementary charge units, the Mulliken charges are:
1 H 0.233
2 N -0.617
3 C 0.762
4 C -0.933
5 C -1.284
6 C -0.009
7 C 0.138
8 P 0.302
9 O -0.395
10 Cl -0.314
11 C -0.112
12 C -0.033
13 C -0.891
14 C -1.017
15 C -0.155
16 S -0.242
17 C 0.651
18 C 0.352
19 C -0.134
20 O -0.571
21 C 0.159
22 C 0.473
23 C -0.639
24 C -0.555
25 I 0.093
26 C 0.187
27 O -0.541
28 C -0.560
29 C -0.619
30 C 0.688
31 B 0.549
32 N -0.614
33 O -0.592
34 C -0.269
35 O -0.572
36 H 0.448
37 H -0.001
38 H 0.276
39 H 0.356
40 H 0.580
41 H 0.332
42 H 0.262
43 H 0.334
44 H 0.363
45 H 0.449
46 H 0.463
47 H 0.127
48 H 0.254
49 H 0.144
50 H 0.460
51 H 0.333
52 H 0.320
53 H 0.170
54 H 0.125
55 H 0.400
56 H 0.152
57 H 0.303
58 H 0.306
59 C -1.064
60 C -0.095
61 O -0.461
62 H 0.284
63 H 0.300
64 H 0.429
65 H 0.108
66 H 0.356
67 H 0.268
68 C -1.132
69 C -0.107
70 O -0.508
71 H 0.271
72 H 0.361
73 H 0.306
74 H 0.294
75 H 0.246
76 H 0.252
77 C -0.788
78 C -0.299
79 O -0.503
80 H 0.084
81 H 0.332
82 H 0.325
83 H 0.273
84 H 0.298
85 H 0.293

Q: What is the formula in the first record?
A: C28H41N4OP2PtS

Q: Which value of DFT total energy does entry 2 give?
A: -3325.81816 Eh